Run a
Computed, not measured: an isolated ion of composition CHN2 and charge +1, with ωB97M-V with the def2-TZVPD basis set.

Last column: Mulliken charge in e.
Positions of all 4 atoms, in Å:
C: -0.735 -0.010 0.002  0.494
N: -1.900 -0.633 -0.003  0.052
N: -1.914 0.640 -0.002  0.084
H: 0.394 0.069 0.026  0.370

* LUMO energy: -8.41 eV
* E_HOMO: -20.214 eV
* SMILES string: C1=[N+]=N1
* total charge: +1

Run b
Computed, not measured: a 2-piece molecular cluster, CHN2 overall, with ωB97M-V with the def2-TZVPD basis set.

Last column: Mulliken charge in e.
Positions of all 4 atoms, in Å:
C: -1.343 -0.558 0.003  0.436
N: -1.054 0.702 0.043  0.090
N: -0.077 -0.094 -0.027  0.102
H: 2.474 -0.049 -0.019  0.372

* LUMO energy (spin up / spin down): -8.24 / -12.29 eV
* E_HOMO (spin up / spin down): -19.587 / -16.533 eV
* total charge: +1

Which structure above is the least stable? It is run b.